{
  "formula": "C5H14NO2",
  "method": "wB97M-V/def2-TZVPD",
  "largest_force_ev_per_a": 5.1,
  "total_charge": 1,
  "relative_energy_kcal_mol": 80.0,
  "symbols": ["C", "O", "C", "C", "C", "C", "N", "H", "H", "H", "H", "H", "H", "H", "H", "H", "H", "H", "H", "H", "H", "O"],
  "xyz": [[-0.1230, 0.8371, -1.8559], [-1.0164, 1.8021, -1.3488], [1.1791, 0.9383, -0.9778], [0.8410, 0.9249, 0.5343], [0.7154, -0.4343, 1.1271], [1.7079, -0.9228, 1.9230], [-0.2324, -1.3014, 0.4672], [-0.8399, -0.0685, -1.6895], [0.2466, 0.9873, -2.8458], [-0.6563, 2.7396, -1.4719], [1.9059, 1.8546, -1.1790], [1.8573, 0.1127, -1.0824], [1.6626, 1.6083, 0.9391], [-0.0485, 1.5136, 0.8118], [2.4777, -0.3008, 2.2568], [1.7546, -1.9052, 2.3305], [-1.1366, -0.9883, 0.9118], [-0.1015, -2.3939, 0.7496], [-0.2223, -1.1511, -0.5782], [-3.7237, -2.0577, 0.3639], [-3.3189, -0.4378, 0.2177], [-2.9285, -1.3567, 0.3965]],
  "lowdin_charge": [-0.25, -0.11, -0.16, -0.18, -0.32, 0.14, 0.19, 0.14, 0.11, 0.15, 0.17, 0.10, 0.15, 0.12, 0.06, 0.07, 0.14, 0.25, 0.14, 0.15, 0.10, -0.14]
}

=====

{
  "formula": "C4H12N2O",
  "method": "wB97M-V/def2-TZVPD",
  "largest_force_ev_per_a": 1.2,
  "total_charge": 0,
  "relative_energy_kcal_mol": 28.4,
  "symbols": ["C", "C", "N", "C", "N", "C", "O", "H", "H", "H", "H", "H", "H", "H", "H", "H", "H", "H", "H"],
  "xyz": [[-2.5311, -0.3226, 0.4303], [-1.1955, 0.3936, 0.3141], [-1.1729, 1.3244, -0.7858], [-0.0230, -0.6019, 0.2903], [1.2625, 0.0633, 0.4216], [2.3362, -0.4554, -0.4315], [3.5220, 0.2454, -0.1702], [-2.6944, -1.0922, -0.3296], [-3.3376, 0.4117, 0.3067], [-2.6342, -0.7835, 1.4058], [-1.0998, 1.0248, 1.2117], [-1.3392, 0.9261, -1.7020], [-0.3609, 1.9184, -0.7696], [-0.1739, -1.3572, 1.0669], [-0.0928, -1.0951, -0.6887], [1.5719, 0.0079, 1.3878], [1.9931, -0.3111, -1.4529], [2.5970, -1.4827, -0.1825], [3.3726, 1.1860, -0.3224]],
  "lowdin_charge": [-0.08, -0.48, 0.03, -0.22, -0.06, -0.31, -0.05, 0.08, 0.08, 0.07, 0.14, 0.07, 0.06, 0.12, 0.12, 0.12, 0.12, 0.12, 0.09]
}

=====

{
  "formula": "C2H7N3S2",
  "method": "wB97M-V/def2-TZVPD",
  "largest_force_ev_per_a": 5.5,
  "total_charge": 0,
  "relative_energy_kcal_mol": 167.5,
  "symbols": ["C", "C", "H", "H", "H", "H", "H", "H", "H", "N", "N", "N", "S", "S"],
  "xyz": [[-0.2885, -0.2564, -0.4448], [-1.3235, -0.2164, 0.7132], [1.0217, 0.2952, -2.1692], [-0.0389, -0.7740, -3.4522], [-1.2633, 0.7214, 1.3080], [-2.1662, -0.2931, 0.1109], [0.0094, -0.6756, 3.3335], [1.8959, -0.8362, 0.1420], [1.3535, 2.2988, -1.7230], [-0.0235, 0.1204, -2.5951], [-0.9258, -0.0687, -1.6289], [1.1104, -0.0638, -0.3397], [-1.0455, -1.5592, 2.0139], [1.5288, 1.6958, 0.0352]],
  "lowdin_charge": [-0.54, -0.53, 0.06, 0.20, 0.05, 0.03, 0.07, 0.19, 0.06, -0.13, -0.05, -0.45, 0.49, 0.55]
}